Record 1
# C33H24N7O7ReS2

A molecular structure, C33H24N7O7ReS2 in a non-equilibrium geometry (the ωB97M-V functional and the def2-TZVPD basis, the Open Molecules 2025 dataset).

Calculated values
- Frontier orbital gap (spin up / spin down): 6.05 / 5.78 eV
- Charge: +1
- Energy above the lowest of the compared OMol25 structures with the same formula, charge and spin: 7.0 kcal per mole
- ⟨S²⟩: 0.762
- Lowest unoccupied orbital energy (spin up / spin down): -4.38 / -4.44 eV
- DFT total energy: -3056.3816 Eh
- Spin multiplicity: 2
- HOMO level (spin up / spin down): -10.420 / -10.214 eV

Geometry (Å):
Re 0.89332 0.49190 0.21023
C 2.03278 0.18591 4.40724
C 1.68046 0.91760 3.15663
N 1.42148 0.28041 2.07716
N 1.27976 -1.02172 1.67247
C 2.47781 -1.76510 1.59706
S 3.96391 -1.23009 1.96105
S 2.28085 -3.41198 1.02061
C 0.63424 -3.95195 1.60677
C -0.46061 -3.91400 0.58143
C -1.50404 -3.00501 0.70412
C -2.50443 -2.92827 -0.25883
C -2.47517 -3.78211 -1.35571
C -1.45213 -4.71877 -1.46809
C -0.45370 -4.78307 -0.50733
C 1.58125 2.36619 3.07651
C 1.85959 3.13862 4.21637
C 1.74982 4.50782 4.20288
C 1.34710 5.14234 3.02553
C 1.06670 4.41340 1.89256
C 1.18103 3.01657 1.88282
O 0.89191 2.41337 0.73055
H 2.00145 -0.88837 4.24965
H 3.04007 0.45768 4.72338
H 1.34225 0.46000 5.20627
H 0.81431 -4.97845 1.92886
H 0.37917 -3.36617 2.48673
H -1.53223 -2.36272 1.57286
H -3.31599 -2.21916 -0.14301
H -3.25587 -3.73679 -2.10349
H -1.43784 -5.40501 -2.30498
H 0.34484 -5.50896 -0.61006
H 2.17332 2.64221 5.12466
H 1.97417 5.08405 5.08883
H 1.25748 6.22053 2.99907
H 0.76444 4.89826 0.97407
O 4.49473 -1.97459 -3.77553
C 3.31015 -2.55552 -3.81351
O 3.02894 -3.43588 -4.58170
C 2.27527 -2.07848 -2.84176
C 0.99727 -2.60528 -2.78914
N 0.32207 -1.95805 -1.83301
N 1.10266 -1.05078 -1.23381
C 2.28726 -1.10328 -1.84085
C 3.29711 -0.09973 -1.37629
O 4.40462 -0.05758 -1.87833
O 2.84274 0.69202 -0.45982
H 4.55599 -1.26528 -3.08670
H 0.55570 -3.39320 -3.37510
H -0.59667 -2.17793 -1.46151
O -5.41351 3.30389 -2.95112
N -4.38995 2.77525 -3.31367
O -4.02976 2.63591 -4.46406
C -3.50300 2.23018 -2.26172
C -4.10395 1.80250 -1.13580
C -3.33769 1.20410 -0.08578
C -3.90649 0.76243 1.12116
C -3.08912 0.22898 2.08465
C -1.71875 0.12080 1.83689
N -1.16346 0.50288 0.69498
C -1.96108 1.06301 -0.25596
C -1.33144 1.55342 -1.44832
N 0.01851 1.43927 -1.51246
C 0.67356 1.95172 -2.53878
C 0.00667 2.58773 -3.58568
C -1.36148 2.68383 -3.56229
C -2.07803 2.15501 -2.46780
H -5.17453 1.91300 -1.02934
H -4.97236 0.86060 1.28192
H -3.48203 -0.10491 3.03412
H -1.04477 -0.29534 2.57416
H 1.75262 1.86599 -2.51630
H 0.57768 2.99968 -4.40478
H -1.88702 3.16451 -4.37181

Record 2
# C2H4FNO

A single C2H4FNO molecule in a non-equilibrium geometry (the ωB97M-V functional and the def2-TZVPD basis, the Open Molecules 2025 dataset).

Calculated values
- Frontier orbital gap: 10.74 eV
- Energy above the lowest of the compared OMol25 structures with the same formula, charge and spin: 18.5 kcal per mole
- Lowest unoccupied orbital energy: 0.70 eV
- DFT total energy: -308.4535 Eh
- HOMO level: -10.037 eV
- SMILES: NC(=O)CF

Geometry (Å):
C -0.31131 0.58828 -0.19665
C 0.95167 -0.34484 -0.50277
N -1.06590 0.06667 0.78850
O -0.28611 1.69207 -0.69292
F 1.82498 -0.63610 0.54621
H 0.52464 -1.30833 -0.79565
H 1.38986 0.21483 -1.32588
H -1.02076 -0.88817 1.19866
H -2.00706 0.61560 0.98052

Record 3
# C3H5NO2

2 unconnected molecules or ions with the total composition C3H5NO2 in a non-equilibrium geometry (the ωB97M-V functional and the def2-TZVPD basis, the Open Molecules 2025 dataset).

Calculated values
- Frontier orbital gap: 10.61 eV
- Energy above the lowest of the compared OMol25 structures with the same formula, charge and spin: 32.0 kcal per mole
- Lowest unoccupied orbital energy: 0.80 eV
- DFT total energy: -322.5233 Eh
- HOMO level: -9.813 eV

Geometry (Å):
C -0.96509 -1.10754 0.69982
N -0.25582 -0.05985 -0.07064
C 0.61496 0.84335 0.51294
O 0.85711 0.86636 1.70277
C 1.58298 1.49091 -1.94427
O 0.93740 0.66973 -2.39778
H -0.70369 -1.02537 1.76126
H -2.06103 -0.99971 0.60266
H -0.70915 -2.12819 0.35316
H -0.41986 -0.09154 -1.06945
H 1.12218 1.54185 -0.15046

Record 4
# C6H10N

A gas-phase ion, C6H10N (charge +1) in a non-equilibrium geometry (the ωB97M-V functional and the def2-TZVPD basis, the Open Molecules 2025 dataset).

Calculated values
- Frontier orbital gap (spin up / spin down): 6.28 / 9.21 eV
- Charge: +1
- Energy above the lowest of the compared OMol25 structures with the same formula, charge and spin: 121.6 kcal per mole
- Lowest unoccupied orbital energy (spin up / spin down): -5.42 / -3.67 eV
- DFT total energy: -288.8892 Eh
- HOMO level (spin up / spin down): -11.699 / -12.883 eV

Geometry (Å):
C -0.03847 -0.45311 0.21069
C -0.56412 -1.08537 1.30380
C -1.99053 0.02263 -1.55307
C -0.66933 -0.61717 -1.11969
C 0.97754 0.56275 0.07669
C -0.80294 0.47306 -2.02879
N 2.05228 0.62077 0.99964
H -0.53165 -0.62416 2.33118
H -1.19263 -2.02189 1.24489
H -2.75259 -0.48674 -1.99781
H -2.29333 0.50500 -0.64710
H -0.51920 -1.57954 -1.48660
H 0.99000 1.21686 -0.74975
H -0.32225 1.22839 -2.54362
H 2.82602 0.64783 0.44453
H 2.11277 -0.29247 1.52921
H 1.94453 1.32943 1.71313

Question: Which formula does entry 4 have?
Answer: C6H10N

Question: The lowest energy above the lowest of the compared OMol25 structures with the same formula, charge and spin belongs to which entry?
Answer: C33H24N7O7ReS2